1.
The following is a DFT calculation (ωB97M-V/def2-TZVPD) of a cluster of 2 separate species, C3H6Cl3P in total in a non-equilibrium geometry.

Properties
Energy, eV: -50060.6955
2S+1: 1
HOMO-LUMO gap (spin up / spin down), Ha: 0.2866 / 0.2853
ΔE to the lowest compared entry with this formula, charge and spin, kcal/mol: 119.61
Lowest unoccupied orbital energy (spin up / spin down), eV: -0.01 / -0.59

CARTESIAN COORDINATES (ANGSTROEM)
C -0.8167 -0.2662 1.3323
C -1.1662 1.3285 -0.7275
C 2.6878 -0.8342 -1.2711
P -0.4697 -0.3963 -0.3602
Cl -2.9085 1.1922 -0.4972
Cl 3.0555 0.4604 -0.1745
Cl -1.5459 -1.8991 -1.0074
H -1.1076 -1.0198 1.9910
H -0.4044 0.5077 1.8819
H -0.6620 1.9098 0.0758
H -0.9549 1.7386 -1.6566
H 3.1482 -1.8140 -1.0219
H 2.3102 -0.4017 -2.1828

2.
The following is a DFT calculation (ωB97M-V/def2-TZVPD) of a cluster of 7 separate species, C48H108ClN6O4 in total in a non-equilibrium geometry.

Properties
Net charge: +6
Energy, eV: -81105.0773
2S+1: 2
HOMO-LUMO gap (spin up / spin down), Ha: 0.3688 / 0.1207
Lowest unoccupied orbital energy (spin up / spin down), eV: -11.56 / -18.32

CARTESIAN COORDINATES (ANGSTROEM)
Cl 18.0899 14.0678 10.0042
O 18.6768 15.2315 10.5711
O 19.1367 13.0193 9.7099
O 17.1754 13.5152 10.9997
O 17.3768 14.4387 8.7855
C 18.4614 18.6055 9.4077
C 19.0056 19.8980 9.9394
C 18.2394 21.1826 9.4176
N 18.3899 22.4333 10.3809
C 17.5858 22.3207 11.6685
C 18.0405 23.6886 9.5702
C 18.6007 24.8454 10.2964
C 19.9921 24.3198 10.8594
C 19.8464 22.7310 10.8172
H 19.1166 17.7795 9.6842
H 18.4683 18.6374 8.3182
H 17.4081 18.4199 9.6179
H 20.0506 20.0635 9.6774
H 19.0127 19.8792 11.0292
H 17.1506 21.1958 9.3678
H 18.7772 21.5244 8.5333
H 17.8995 21.4061 12.1717
H 16.5081 22.4213 11.5399
H 17.9243 23.0369 12.4173
H 16.9708 23.7132 9.3622
H 18.4213 23.7703 8.5522
H 17.8309 25.2347 10.9627
H 18.9041 25.6864 9.6728
H 20.1017 24.7426 11.8580
H 20.8189 24.7334 10.2819
H 20.1661 22.1744 11.6981
H 20.5518 22.3389 10.0845
C 21.4893 6.6556 8.9140
C 20.6773 6.8368 10.1832
C 20.6213 8.3484 10.5714
N 19.3419 8.8273 11.3214
C 18.1242 8.7956 10.3893
C 19.0879 8.0635 12.6591
C 18.9482 9.0036 13.8298
C 19.8463 10.0941 13.2982
C 19.3362 10.3407 11.8572
H 21.1041 7.1511 8.0229
H 21.4611 5.6088 8.6116
H 22.5393 6.8694 9.1138
H 21.2360 6.3461 10.9802
H 19.6985 6.3636 10.1051
H 20.5689 8.9619 9.6719
H 21.5444 8.7499 10.9896
H 18.1968 9.6636 9.7340
H 17.2172 9.0512 10.9371
H 17.9254 7.9487 9.7324
H 18.2716 7.3938 12.3885
H 19.9416 7.4987 13.0336
H 17.8735 9.0820 13.9940
H 19.3433 8.4920 14.7074
H 19.8652 10.9823 13.9297
H 20.8858 9.7712 13.2422
H 18.3537 10.8100 11.8063
H 20.1005 10.8480 11.2684
C 19.6339 14.1983 17.6047
C 18.3512 14.6350 16.9275
C 18.4934 14.8811 15.3947
N 17.3550 15.8993 14.9374
C 15.9188 15.4581 15.3724
C 17.2526 15.8949 13.4180
C 17.2038 17.3294 12.9683
C 17.1411 18.2956 14.1559
C 17.5581 17.4039 15.3189
H 20.4836 14.8056 17.2928
H 19.7909 13.1615 17.3071
H 19.6569 14.3468 18.6843
H 18.0417 15.5996 17.3300
H 17.6750 13.8086 17.1462
H 18.3498 13.9571 14.8346
H 19.3930 15.3896 15.0479
H 15.6349 14.5226 14.8905
H 15.1526 16.2185 15.2215
H 16.0600 15.1707 16.4143
H 16.5044 15.2342 12.9802
H 18.2136 15.4861 13.1062
H 16.3854 17.3990 12.2517
H 18.1548 17.3861 12.4388
H 16.1334 18.6719 14.3322
H 17.8429 19.1289 14.1216
H 16.8511 17.5561 16.1344
H 18.5446 17.5683 15.7526
C 14.3546 11.0636 10.1434
C 13.9781 12.5362 9.9591
C 12.6421 12.5774 9.1848
N 12.1689 14.0640 8.8381
C 11.3614 14.5721 10.0807
C 11.2929 14.0451 7.5786
C 11.2119 15.4972 7.1348
C 12.5151 16.0824 7.5847
C 13.2377 14.9909 8.3965
H 13.9163 10.3316 9.4651
H 13.9524 10.7408 11.1037
H 15.4307 10.9473 10.0150
H 14.7379 13.1611 9.4898
H 13.8432 12.9325 10.9655
H 11.8132 11.9815 9.5668
H 12.7589 12.2247 8.1601
H 11.0055 15.5989 9.9967
H 11.9504 14.5176 10.9962
H 10.5113 13.9065 10.2304
H 10.3817 13.5341 7.8896
H 11.7066 13.4936 6.7343
H 10.4453 16.0165 7.7098
H 10.9187 15.6469 6.0958
H 12.4201 16.9882 8.1836
H 13.1058 16.2777 6.6897
H 13.7293 15.2922 9.3216
H 13.8473 14.3603 7.7493
C 21.2690 18.9727 13.1577
C 21.3285 17.4867 12.8113
C 22.6698 17.1632 12.1604
N 22.6795 15.7697 11.4027
C 22.0857 14.5594 12.2134
C 22.0979 15.8308 10.0139
C 22.7719 14.5962 9.2477
C 24.1872 14.6335 9.6665
C 24.1713 15.4879 10.9249
H 21.1599 19.4653 12.1915
H 22.1837 19.1953 13.7071
H 20.4859 19.1995 13.8812
H 20.5116 17.1694 12.1632
H 21.1272 16.9022 13.7091
H 23.3937 17.1165 12.9739
H 22.8673 17.9024 11.3841
H 22.2715 13.6434 11.6526
H 21.0710 14.9438 12.3163
H 22.6356 14.4627 13.1496
H 21.0329 15.6705 10.1820
H 22.1553 16.7260 9.3946
H 22.3287 13.6043 9.3362
H 22.7325 14.8807 8.1963
H 24.6079 13.6470 9.8616
H 24.8391 14.9630 8.8575
H 24.8096 15.0110 11.6687
H 24.5874 16.4773 10.7354
C 18.8272 13.3872 6.0242
C 19.4695 13.4118 4.6560
C 18.5617 12.5455 3.6711
N 18.9127 12.7993 2.2067
C 18.6943 14.2424 1.8854
C 17.8347 11.9300 1.4368
C 18.5433 10.5989 1.2121
C 19.9087 11.0588 0.8081
C 20.3166 12.2800 1.7892
H 18.5918 12.3769 6.3589
H 17.9324 14.0094 6.0412
H 19.5444 13.8561 6.6979
H 20.4882 13.0282 4.7142
H 19.5619 14.4644 4.3887
H 17.5018 12.7879 3.7479
H 18.7413 11.4931 3.8908
H 17.8706 14.8580 2.2468
H 18.6114 14.2896 0.7996
H 19.5083 14.9258 2.1271
H 17.6517 12.3055 0.4300
H 16.8773 11.9571 1.9572
H 18.3017 10.0723 0.2888
H 18.3593 9.9266 2.0502
H 20.0439 11.4930 -0.1825
H 20.6260 10.2385 0.7836
H 20.8206 13.1370 1.3422
H 20.7752 11.9460 2.7199

3.
The following is a DFT calculation (ωB97M-V/def2-TZVPD) of a cluster of 2 separate species, C3H12NO2 in total in a non-equilibrium geometry.

Properties
Net charge: +1
Energy, eV: -8884.3934
2S+1: 1
HOMO-LUMO gap, Ha: 0.4327
ΔE to the lowest compared entry with this formula, charge and spin, kcal/mol: 11.09
Lowest unoccupied orbital energy, eV: -3.20

CARTESIAN COORDINATES (ANGSTROEM)
C -0.2031 -0.5146 0.9515
C 0.6328 -1.0025 -0.2562
C 2.0681 -1.2346 0.2422
O 0.6343 0.0186 -1.2275
N -1.5887 -0.1463 0.5326
H 0.1956 0.3815 1.4381
H -0.1678 -1.2928 1.7205
H 0.0810 -1.8582 -0.6742
H 2.1114 -2.0233 0.9975
H 2.6754 -1.5690 -0.6190
H 2.4768 -0.2932 0.6223
H 1.5240 0.1241 -1.5757
H -1.7007 0.8147 0.0801
H -2.0669 -0.8823 0.0148
H -2.0859 -0.0121 1.4170
H -0.3670 2.0768 -0.3696
H -1.2418 3.2924 -0.0734
O -1.2961 2.3469 -0.2847

4.
The following is a DFT calculation (ωB97M-V/def2-TZVPD) of the molecule C5H11NO in a non-equilibrium geometry.

Properties
Energy, eV: -8896.7240
2S+1: 1
SMILES string: C[C@H]1CN1CCO
HOMO-LUMO gap, Ha: 0.3526
ΔE to the lowest compared entry with this formula, charge and spin, kcal/mol: 114.69
Lowest unoccupied orbital energy, eV: 1.12

CARTESIAN COORDINATES (ANGSTROEM)
C -1.4122 -1.3395 -1.0400
C -0.7452 -0.0033 -0.8715
C -1.4366 1.1661 -0.2766
N -0.4426 0.4022 0.4831
C 0.8554 1.0394 0.6128
C 2.0604 -0.3104 0.5579
O 1.6686 -0.3406 1.9453
H -0.6755 -2.1454 -0.9431
H -1.8858 -1.4197 -2.0228
H -2.1757 -1.4817 -0.2685
H 0.0508 0.2285 -1.5817
H -2.4686 1.0786 0.0621
H -1.1515 2.1589 -0.6228
H 1.1530 1.6779 -0.1896
H 0.7507 1.6787 1.5445
H 1.8688 -1.3379 0.1073
H 3.1908 -0.3110 0.5804
H 0.7950 -0.7409 1.9231

5.
The following is a DFT calculation (ωB97M-V/def2-TZVPD) of a cluster of 2 separate species, H3N2PS in total in a non-equilibrium geometry.

Properties
Energy, eV: -23149.5577
2S+1: 1
HOMO-LUMO gap (spin up / spin down), Ha: 0.2691 / 0.2205
ΔE to the lowest compared entry with this formula, charge and spin, kcal/mol: 38.33
Lowest unoccupied orbital energy (spin up / spin down), eV: -0.75 / -1.19

CARTESIAN COORDINATES (ANGSTROEM)
N -0.6122 0.9715 -0.1938
N -0.9718 -0.3064 -0.1204
P 2.3025 0.5232 0.0858
S 1.9256 -1.3024 -0.1678
H -0.4427 -0.6918 -0.9177
H -1.1496 -0.6492 0.7782
H -1.0519 1.4550 0.5357

6.
The following is a DFT calculation (ωB97M-V/def2-TZVPD) of the ion C3HNOS3 with charge -2 in a non-equilibrium geometry.

Properties
Net charge: -2
Energy, eV: -39166.2882
2S+1: 1
SMILES string: [O-]NC(=S)C1=C([S-])S1
HOMO-LUMO gap (spin up / spin down), Ha: 0.1748 / 0.1750
ΔE to the lowest compared entry with this formula, charge and spin, kcal/mol: 106.48
Lowest unoccupied orbital energy (spin up / spin down), eV: 5.64 / 5.64

CARTESIAN COORDINATES (ANGSTROEM)
O -0.3360 1.5530 0.7425
N -0.1640 0.3578 0.2110
C 0.3290 0.1176 -1.0493
S 0.3159 -1.4652 -1.6006
C 0.8735 1.1296 -1.8149
C 1.9205 1.7547 -2.3837
S 3.1990 2.7508 -2.4002
S 0.8568 1.0793 -3.6873
H -0.5550 -0.3272 0.9186

7.
The following is a DFT calculation (ωB97M-V/def2-TZVPD) of a structure of composition C3H7ClNO2S in a non-equilibrium geometry.

Properties
Net charge: -1
Energy, eV: -32165.7313
2S+1: 1
HOMO-LUMO gap, Ha: 0.2742
ΔE to the lowest compared entry with this formula, charge and spin, kcal/mol: 49.47
Lowest unoccupied orbital energy, eV: 3.81

CARTESIAN COORDINATES (ANGSTROEM)
C 0.4029 -2.1897 -0.5500
C 1.1954 0.5657 0.9080
C -1.1785 0.9799 0.8025
N 0.0796 0.9927 0.1103
O -1.2615 0.2164 -1.9237
O 1.1947 0.3867 -2.0721
S 0.0310 -0.0461 -1.2955
Cl -1.2498 -2.7712 -0.6474
H 0.8384 -2.4568 -1.5356
H 2.0485 0.4774 0.2383
H 1.4066 1.3048 1.6841
H 1.0180 -0.4141 1.3718
H -1.1906 1.7651 1.5658
H -1.9492 1.1769 0.0606
H -1.3855 0.0123 1.2831

8.
The following is a DFT calculation (ωB97M-V/def2-TZVPD) of a cluster of 8 separate species, C27H66F3N7O9S in total in a non-equilibrium geometry.

Properties
Net charge: +6
Energy, eV: -76846.8334
2S+1: 1
HOMO-LUMO gap, Ha: 0.3456
Lowest unoccupied orbital energy, eV: -13.53

CARTESIAN COORDINATES (ANGSTROEM)
C 5.7296 -4.0535 1.7051
C 4.7634 -2.9470 1.3333
O 3.8170 -3.1429 0.5832
N 4.9054 -1.5408 1.9193
H 4.0220 -1.1399 2.2004
H 5.4332 -1.4600 2.7766
C 5.5382 -0.6051 0.8182
H 6.5322 -4.0223 0.9682
H 5.2849 -5.0419 1.5892
H 6.0802 -4.0753 2.7369
H 4.7725 -0.5583 0.0438
H 6.5021 -0.8920 0.3980
H 5.5944 0.3987 1.2394
C -0.3673 4.2400 -1.4343
C -1.0826 5.0226 -2.5173
O -1.3767 6.2066 -2.3411
N -1.4207 4.3797 -3.8498
H -0.6621 4.8089 -4.3602
H -1.1136 3.4175 -3.8542
C -2.9130 4.4304 -4.1491
H 0.6516 3.9013 -1.6220
H -0.9409 3.3194 -1.3264
H -0.4234 4.7842 -0.4916
H -3.0642 3.4985 -4.6937
H -3.1165 5.3352 -4.7219
H -3.4143 4.2655 -3.1954
C 2.8970 2.1527 -2.6582
C 3.4095 1.5656 -4.0348
O 3.9923 0.5124 -4.0313
N 3.3649 2.4280 -5.2911
H 3.3589 3.4194 -5.0986
H 4.1955 2.2671 -5.8428
C 2.1414 2.0698 -6.2499
H 3.4214 1.7503 -1.7914
H 1.8162 2.0330 -2.5839
H 3.0206 3.2179 -2.4631
H 1.2630 2.4271 -5.7124
H 2.1754 1.0743 -6.6927
H 2.2259 2.7551 -7.0933
C 1.1335 -3.9608 2.7960
C 1.5108 -5.4506 2.9173
O 1.8030 -6.1386 1.9126
N 1.4867 -5.9246 4.3885
H 2.1143 -5.3781 4.9610
H 0.5385 -5.8206 4.7206
C 1.8433 -7.4261 4.5139
H 1.8091 -3.3133 3.3550
H 0.1067 -3.8053 3.1272
H 1.1694 -3.5586 1.7836
H 1.1964 -8.0487 3.8959
H 1.7399 -7.7302 5.5555
H 2.8789 -7.3691 4.1786
C 0.0343 -3.2209 -1.1601
C 0.5307 -3.0004 -2.6155
O -0.0388 -3.4420 -3.5811
N 1.7644 -2.1152 -2.8082
H 1.5336 -1.3603 -3.4383
H 1.9855 -1.5874 -1.9759
C 2.9483 -2.8606 -3.4400
H -0.4082 -2.2666 -0.8747
H 0.8856 -3.3140 -0.4859
H -0.6442 -4.0658 -1.0417
H 2.6423 -3.3623 -4.3580
H 3.4935 -3.5086 -2.7536
H 3.6097 -2.0214 -3.6553
C 0.5436 5.8344 6.3861
C -0.0091 4.5939 5.7999
O 0.5550 3.5225 5.8017
N -1.4144 4.7270 5.1356
H -2.1739 4.4149 5.7238
H -1.5509 5.7102 4.9490
C -1.3655 4.1082 3.7485
H 0.5363 6.4847 5.5113
H 1.5814 5.6056 6.6282
H -0.1088 6.2615 7.1478
H -1.2051 3.0698 4.0385
H -0.6962 4.6019 3.0441
H -2.3933 4.2006 3.3976
C -2.3268 -2.3189 1.5517
C -3.2304 -1.9905 0.4068
C -4.1927 -0.8620 0.8131
N -5.0620 -0.4701 -0.4161
C -6.0926 -1.5992 -0.7955
C -4.3775 0.0464 -1.6612
C -5.1542 1.1105 -2.3079
C -6.3855 1.3771 -1.4256
C -5.9625 0.7095 -0.0790
H -1.5921 -3.0360 1.1855
H -2.7785 -2.9398 2.3254
H -1.8309 -1.4385 1.9604
H -3.7519 -2.8900 0.0798
H -2.6084 -1.6233 -0.4095
H -3.6791 0.0882 0.9595
H -4.8778 -1.0352 1.6430
H -6.5609 -1.3961 -1.7587
H -6.8809 -1.6734 -0.0464
H -5.5420 -2.5344 -0.8970
H -4.2729 -0.7922 -2.3496
H -3.4583 0.4644 -1.2508
H -5.3434 0.8439 -3.3478
H -4.5446 2.0130 -2.2631
H -7.3533 1.1453 -1.8702
H -6.2945 2.4113 -1.0936
H -6.7294 0.4153 0.6376
H -5.3067 1.4322 0.4065
C 0.7401 1.5132 0.7727
F 1.5649 2.4204 0.2435
F 0.1429 1.8015 1.9444
F -0.2552 1.4037 -0.1749
S 1.6254 -0.1946 0.9504
O 2.8307 -0.0152 1.7613
O 0.5916 -1.0747 1.5022
O 1.9698 -0.5992 -0.4380

Repeat the seventh record exactly.
The following is a DFT calculation (ωB97M-V/def2-TZVPD) of a structure of composition C3H7ClNO2S in a non-equilibrium geometry.

Properties
Net charge: -1
Energy, eV: -32165.7313
2S+1: 1
HOMO-LUMO gap, Ha: 0.2742
ΔE to the lowest compared entry with this formula, charge and spin, kcal/mol: 49.47
Lowest unoccupied orbital energy, eV: 3.81

CARTESIAN COORDINATES (ANGSTROEM)
C 0.4029 -2.1897 -0.5500
C 1.1954 0.5657 0.9080
C -1.1785 0.9799 0.8025
N 0.0796 0.9927 0.1103
O -1.2615 0.2164 -1.9237
O 1.1947 0.3867 -2.0721
S 0.0310 -0.0461 -1.2955
Cl -1.2498 -2.7712 -0.6474
H 0.8384 -2.4568 -1.5356
H 2.0485 0.4774 0.2383
H 1.4066 1.3048 1.6841
H 1.0180 -0.4141 1.3718
H -1.1906 1.7651 1.5658
H -1.9492 1.1769 0.0606
H -1.3855 0.0123 1.2831